Entry 1:
{"formula": "C5H11O3", "method": "wB97M-V/def2-TZVPD", "multiplicity": 1, "charge": -1, "e_tot_ev": -11504.7771, "e_lumo_ev": 3.729, "e_above_lowest_kcal_mol": 75.9, "mol_weight_g_mol": 119.14, "fmax_ev_per_a": 1.932, "symbols": ["O", "C", "C", "C", "C", "C", "O", "H", "H", "H", "H", "H", "H", "H", "H", "H", "H", "H", "O"], "positions_angstrom": [[1.10, -2.22, 1.65], [0.80, -1.71, 0.59], [-0.57, -1.83, 0.02], [-1.16, -0.49, -0.58], [-0.38, 0.78, -0.30], [0.06, 1.54, -1.63], [1.09, 2.35, -1.43], [1.60, -1.17, 0.06], [-1.26, -2.21, 0.78], [-0.53, -2.57, -0.78], [-2.17, -0.41, -0.18], [-1.33, -0.62, -1.65], [-0.87, 1.58, 0.25], [0.61, 0.68, 0.14], [0.24, 0.72, -2.39], [-0.90, 2.02, -1.98], [0.75, 0.99, 3.08], [1.32, 1.50, 1.76], [1.58, 1.05, 2.58]]}


Entry 2:
{"formula": "C5H11O3Ru", "method": "wB97M-V/def2-TZVPD", "multiplicity": 7, "charge": 1, "e_tot_ev": -14072.6370, "s_squared": 12.01, "e_lumo_ev": [-3.981, -8.227], "e_above_lowest_kcal_mol": 14.2, "mol_weight_g_mol": 220.21, "fmax_ev_per_a": 2.312, "symbols": ["O", "C", "C", "O", "C", "C", "Ru", "H", "H", "H", "H", "H", "H", "H", "O", "H", "C", "H", "H", "H"], "positions_angstrom": [[-1.30, -0.01, -1.30], [-1.53, -0.77, -0.16], [-0.31, -0.79, 0.75], [0.76, -1.41, 0.02], [1.91, -1.63, 0.70], [2.95, -2.27, 0.17], [0.36, -0.20, -2.18], [-1.79, -1.81, -0.45], [-2.38, -0.38, 0.43], [-0.52, -1.35, 1.67], [0.02, 0.22, 1.02], [1.96, -1.16, 1.69], [2.96, -2.57, -0.88], [3.85, -2.41, 0.77], [-2.02, 2.44, -0.97], [-1.79, 1.48, -1.10], [-1.00, 3.02, -0.21], [-1.23, 4.09, -0.05], [-0.89, 2.53, 0.78], [-0.01, 2.99, -0.70]]}


Entry 3:
{"formula": "C5H11OP", "method": "wB97M-V/def2-TZVPD", "multiplicity": 1, "e_tot_ev": -16695.5764, "e_lumo_ev": [-0.272, -0.271], "e_above_lowest_kcal_mol": 94.3, "mol_weight_g_mol": 118.12, "fmax_ev_per_a": 4.861, "symbols": ["C", "C", "C", "C", "C", "O", "P", "H", "H", "H", "H", "H", "H", "H", "H", "H", "H", "H"], "positions_angstrom": [[-2.90, -0.21, 0.62], [2.59, -0.42, -0.81], [1.66, 0.86, 1.25], [-2.30, 0.11, -0.64], [1.58, 0.57, -0.27], [0.04, -1.07, -1.83], [-0.06, -0.11, -0.76], [-2.80, 0.51, 1.47], [-3.89, -0.55, 0.32], [-2.36, -1.07, 1.16], [2.23, -1.52, -0.69], [2.74, -0.20, -1.87], [3.42, -0.27, -0.08], [0.76, 1.39, 1.44], [2.54, 1.58, 1.32], [1.64, -0.12, 1.71], [-2.46, -0.68, -1.37], [-2.43, 1.20, -0.96]]}


Entry 4:
{"formula": "C5H11OS", "method": "wB97M-V/def2-TZVPD", "multiplicity": 1, "charge": -1, "e_tot_ev": -18246.7612, "e_lumo_ev": 4.032, "e_above_lowest_kcal_mol": 5.2, "mol_weight_g_mol": 119.21, "fmax_ev_per_a": 0.513, "symbols": ["C", "C", "C", "S", "H", "H", "H", "H", "H", "H", "H", "O", "C", "C", "H", "H", "H", "H"], "positions_angstrom": [[-2.04, -0.23, 0.16], [-1.80, 1.23, -0.19], [-0.39, 1.50, -0.72], [0.92, 1.26, 0.51], [-1.98, -0.86, -0.73], [-3.03, -0.37, 0.61], [-1.29, -0.56, 0.87], [-2.54, 1.59, -0.91], [-1.92, 1.84, 0.72], [-0.34, 2.55, -1.05], [-0.21, 0.88, -1.60], [0.81, -1.60, -0.92], [1.73, -0.97, -0.40], [2.31, -1.39, 0.94], [2.41, -0.36, -1.02], [3.06, -0.67, 1.25], [2.80, -2.37, 0.81], [1.52, -1.48, 1.68]]}